1.
The following is a quantum chemistry calculation of a molecular structure, C21H11FN4O13Pt, from the OMol25 dataset.

```
51
Properties=species:S:1:pos:R:3:forces:R:3
Pt -0.273130 0.209761 1.126591 -0.06 -0.40 -0.18
O 0.493446 2.365672 4.717861 -0.07 -0.03 0.06
C 0.584061 1.618270 3.750440 0.21 0.16 -0.12
O -0.241971 1.616838 2.770881 -0.14 0.03 0.01
C 1.809072 0.701920 3.711737 -0.04 -0.09 0.01
C 2.876027 1.104489 4.481596 0.01 0.00 0.01
C 4.028374 0.330896 4.577420 0.07 0.03 0.10
C 4.119315 -0.888560 3.941189 0.00 -0.05 -0.02
C 3.042528 -1.322476 3.202367 0.04 -0.07 0.00
C 1.862992 -0.541805 3.009124 -0.12 0.07 0.02
O 0.928154 -0.984995 2.246391 0.11 -0.05 -0.04
N 3.175918 -2.654773 2.604207 0.01 0.05 0.16
O 4.302347 -3.019704 2.298395 -0.02 0.01 -0.07
O 2.187299 -3.349908 2.494645 -0.03 0.03 -0.03
N 5.147775 0.787194 5.388295 -0.05 0.06 -0.19
O 6.130543 0.065457 5.474237 -0.01 -0.02 0.06
O 5.061235 1.875784 5.929718 0.00 -0.04 0.05
H 2.787260 2.031169 5.029515 -0.01 -0.01 -0.01
H 5.005355 -1.498695 4.020972 -0.01 0.01 0.00
F -2.050413 -4.444956 -2.670077 0.00 0.00 0.00
C -2.008156 -3.609509 -1.601831 0.00 0.00 -0.01
C -2.845387 -2.511998 -1.581064 0.02 -0.01 0.01
C -2.793198 -1.670151 -0.481913 0.01 0.03 0.00
C -1.916258 -1.917425 0.577760 -0.01 -0.02 0.04
C -1.799980 -0.975291 1.720833 0.14 0.13 0.08
C -1.077916 -3.034835 0.508554 0.00 -0.03 0.00
C -1.121467 -3.889688 -0.581004 -0.01 0.02 0.01
H -3.503606 -2.309868 -2.415099 -0.01 0.00 0.00
H -3.419348 -0.787650 -0.458782 -0.01 0.00 0.00
H -1.491494 -1.462886 2.643451 -0.05 0.01 0.02
H -2.673025 -0.342880 1.871331 -0.01 -0.01 -0.03
H -0.364974 -3.210703 1.306086 0.00 0.00 0.00
H -0.470334 -4.750091 -0.652735 0.00 -0.01 0.00
O 0.691624 1.070083 -0.973380 -0.03 0.18 -0.03
C -0.507515 1.288508 -1.222479 -0.05 0.07 0.12
O -1.402117 1.125553 -0.297831 0.09 -0.03 0.00
C -0.984353 1.705665 -2.570064 -0.04 -0.06 0.08
C -0.050933 2.171192 -3.497632 0.02 0.02 -0.06
C -0.538410 2.517647 -4.753755 0.03 0.03 -0.02
C -1.858694 2.401133 -5.124099 -0.02 0.01 -0.05
C -2.779152 1.905346 -4.181283 0.04 -0.02 0.00
C -2.324932 1.575970 -2.885895 0.06 0.01 -0.06
N -4.104774 1.736418 -4.529937 -0.11 0.09 0.06
O -4.910126 1.269154 -3.663214 0.05 -0.03 -0.01
O -4.483640 2.072946 -5.696317 0.05 -0.03 -0.03
N 0.415205 3.032704 -5.754431 0.04 -0.03 -0.03
O 1.587973 3.130046 -5.428181 -0.17 0.02 -0.10
O -0.003758 3.332961 -6.861041 0.11 -0.02 0.16
H 0.994124 2.252596 -3.249783 0.00 0.00 0.01
H -2.196980 2.670099 -6.110847 -0.01 0.00 0.01
H -3.034585 1.213377 -2.160924 -0.01 0.00 0.01
```
Forces are in eV/Å.

As for the HOMO energy (spin up / spin down): -0.915 / -4.044 eV. The total energy comes out at -2222.95365 Ha. For the largest force on an atom, the calculation gives 0.4 eV Å⁻¹. As for the total charge: -2. The value obtained for the energy above the lowest of the compared OMol25 structures with the same formula, charge and spin is 2.2 kcal/mol. Its expectation value of S² is 2.033. Its multiplicity is 3. The LUMO energy (spin up / spin down) comes out at 3.511 / 3.477 eV.



2.
The following is a quantum chemistry calculation of a molecular structure, CH7Na7O7 at a distorted geometry, from the OMol25 dataset.

```
22
Properties=species:S:1:pos:R:3:forces:R:3
Na 1.875544 -2.140151 -0.901225 0.26 -0.56 1.17
Na -1.634258 -3.156384 -1.738903 -1.62 -0.54 0.65
Na 0.665850 -0.723892 -3.350698 -0.16 -0.34 -0.86
Na -2.294553 -0.156240 -2.312293 -1.86 -0.45 0.44
Na 2.341071 1.629698 -0.939312 1.32 0.01 0.99
Na -0.783011 2.986581 -1.321915 -1.16 0.84 0.36
Na -0.090697 1.804257 1.792804 -0.42 -0.23 0.86
O -3.516322 -1.824650 -1.085699 2.16 0.42 -1.60
H -2.950288 -1.263912 -0.542530 -0.42 -0.09 1.05
C -0.328983 -0.209625 -0.273282 2.20 2.06 -0.65
O -1.165228 0.754248 -0.309572 -0.57 -0.02 -0.63
O -0.320346 -1.180378 -1.122856 0.03 -0.76 -1.55
O 0.750792 -0.015866 0.405194 0.42 -0.17 0.22
O 3.496000 0.525104 0.993841 -1.03 0.53 -0.55
H 3.611669 0.908378 1.881688 0.49 -0.24 -0.19
H 2.676206 0.012365 1.061139 0.33 -0.16 0.57
O -2.519545 3.256016 0.512003 0.81 -0.68 -1.16
H -3.318693 3.498822 0.008024 -0.05 0.23 0.62
H -2.509040 2.284447 0.483947 -0.67 0.16 0.28
O 2.100706 -2.297769 2.626690 0.08 0.39 -0.69
H 1.490229 -1.735876 2.136052 -0.25 -0.15 0.22
H 2.422899 -2.955171 1.996903 0.10 -0.26 0.46
```
Forces are in eV/Å.

As for the HOMO energy: -19.976 eV. The total energy comes out at -1703.74685 Ha. For the largest force on an atom, the calculation gives 3.1 eV Å⁻¹. As for the total charge: +4. The value obtained for the energy above the lowest of the compared OMol25 structures with the same formula, charge and spin is 0.0 kcal/mol. The LUMO energy comes out at -16.349 eV.



Number 2 is which compound?
CH7Na7O7



What is the formula in the second record?
CH7Na7O7